w | # C4H7NO2S

One molecule with the formula C4H7NO2S (ωB97M-V/def2-TZVPD, OMol25).

As for the lowest unoccupied orbital energy: 0.6 eV. The calculation puts the gap between HOMO and LUMO at 10.073 eV.

Geometry (Å):
1 C -2.95869 0.13519 0.33495
2 C -1.05760 0.93780 -1.01635
3 C 0.06687 0.64313 -0.01481
4 C 2.09774 -0.95543 0.96368
5 N -2.26880 0.47765 -0.53979
6 O -3.74638 -0.39635 0.95976
7 O 1.04165 -1.41771 -1.57852
8 S 0.60848 -1.17527 -0.20446
9 H -0.61874 0.34400 -1.95960
10 H -1.17356 2.02669 -1.16379
11 H 0.85319 1.38137 -0.18469
12 H -0.10202 0.82617 1.03382
13 H 2.81321 -0.08089 0.86675
14 H 1.72120 -0.96497 1.96195
15 H 2.72343 -1.78139 0.54110

***

x | # C4H7NO2S

One molecule with the formula C4H7NO2S (ωB97M-V/def2-TZVPD, OMol25).

As for the lowest unoccupied orbital energy: 0.4 eV. Its SMILES is CC(C)S(=O)(=O)C#N. The calculation puts the gap between HOMO and LUMO at 12.093 eV.

Geometry (Å):
1 C 0.07257 0.20634 1.47193
2 C -0.54287 0.08151 0.09152
3 C -1.30160 -1.23812 -0.05629
4 S 0.77552 0.18765 -1.24360
5 O 1.75040 -0.83690 -1.01163
6 O 0.08410 0.22020 -2.52217
7 C 1.70388 1.76445 -1.14706
8 N 2.33387 2.73412 -1.22214
9 H 0.81094 -0.55438 1.84709
10 H 0.60286 1.16415 1.77176
11 H -0.63894 0.18789 2.25781
12 H -1.33688 0.90889 -0.08426
13 H -2.45721 -1.17051 0.03866
14 H -0.88064 -1.82099 0.79202
15 H -0.97600 -1.83428 -0.98363

***

y | # C4H7NO2S

A 2-piece molecular cluster, C4H7NO2S overall (ωB97M-V/def2-TZVPD, OMol25).

As for the lowest unoccupied orbital energy (spin up / spin down): -1.2 / -1.1 eV. The calculation puts the gap between HOMO and LUMO (spin up / spin down) at 7.854 / 7.905 eV.

Geometry (Å):
1 C 2.91222 -1.15946 1.46766
2 C 2.27938 -0.72287 0.54480
3 C 1.80875 -0.16511 -0.58290
4 C -0.54354 -0.67827 -0.32120
5 N -2.91083 0.79784 -0.28147
6 O -1.08730 0.94158 1.55147
7 O -0.68722 1.99104 -0.65389
8 S -1.19465 0.88332 0.11962
9 H 3.39160 -1.10236 2.42956
10 H 1.81585 0.94983 -0.42080
11 H 1.91565 -0.44278 -1.68397
12 H -0.73875 -1.39240 0.55554
13 H -0.71205 -1.02555 -1.26034
14 H -3.12913 -0.16468 -0.37668
15 H -3.11997 1.28987 -1.08740

***

Stability summary - winner: w; margin: 0.0154 hartree.

***

w | # C5H10FNO

A 2-piece molecular cluster, C5H10FNO overall (ωB97M-V/def2-TZVPD, OMol25).

As for the lowest unoccupied orbital energy: 0.9 eV. Its SMILES is C/C=C(/C)O.[H]/N=C/F. The calculation puts the gap between HOMO and LUMO at 8.815 eV.

Geometry (Å):
1 C -1.45048 0.62294 -0.97681
2 C -0.23609 1.35959 -0.50695
3 C 0.98020 0.80360 -0.44042
4 C 2.26918 1.61544 -0.30929
5 O 1.29726 -0.47684 -0.64786
6 H -1.89525 -0.14476 -0.35945
7 H -2.17156 1.38685 -1.07164
8 H -1.23317 0.02213 -1.99830
9 H -0.46209 2.31469 -0.15085
10 H 2.66531 1.60365 -1.31036
11 H 2.08363 2.64684 -0.18091
12 H 2.95177 0.99802 0.23946
13 H 0.50241 -0.98455 -0.80514
14 H -2.22913 -3.20291 1.07020
15 N -1.49065 -2.54656 0.88676
16 C -0.86618 -2.18524 1.93808
17 F 0.00747 -1.21225 1.70641
18 H -0.72265 -2.62063 2.91707

***

x | # C5H10FNO

One molecule with the formula C5H10FNO (ωB97M-V/def2-TZVPD, OMol25).

As for the lowest unoccupied orbital energy: 0.8 eV. Its SMILES is C=C[C@@](N)(CO)CF. The calculation puts the gap between HOMO and LUMO at 10.723 eV.

Geometry (Å):
1 C -1.90351 -0.92605 0.99487
2 C -0.77943 -0.91899 0.25526
3 C 0.27684 0.14354 -0.10654
4 N 1.56333 -0.53463 0.04491
5 C 0.05162 0.51575 -1.50746
6 O 0.16856 -0.70987 -2.09820
7 C 0.34667 1.29433 0.85495
8 F 0.48996 0.96164 2.17331
9 H -2.16725 0.26733 1.34153
10 H -2.46188 -1.91048 1.03461
11 H -0.32091 -1.98695 -0.35558
12 H 2.13664 0.08184 0.93849
13 H 1.30955 -1.58718 0.38200
14 H 0.62442 1.51323 -1.98620
15 H -1.11902 0.76290 -1.59514
16 H 1.03079 -0.83301 -1.81920
17 H -0.44314 2.02677 0.74272
18 H 1.19676 1.83984 0.70566

***

Stability summary - winner: w; margin: 0.1146 hartree.

***

w | # C2H5N3OS

One molecule with the formula C2H5N3OS (ωB97M-V/def2-TZVPD, OMol25).

As for the lowest unoccupied orbital energy: 0.4 eV. Its SMILES is N/N=C\NSC=O. The calculation puts the gap between HOMO and LUMO at 9.711 eV.

Geometry (Å):
1 N 0.86805 -0.20598 -1.41470
2 N 1.87996 0.23351 -0.51725
3 C 1.40840 0.32809 0.62178
4 N 0.14664 -0.00752 1.18532
5 S -1.31114 0.83265 0.57437
6 C -2.19729 -0.62773 0.08664
7 O -3.13226 -0.46411 -0.63579
8 H 1.24830 -0.34484 -2.35191
9 H 0.28377 0.68788 -1.58219
10 H 2.12362 0.73916 1.44509
11 H 0.30128 0.40128 2.13287
12 H -1.61933 -1.57239 0.45578

***

x | # C2H5N3OS

One molecule with the formula C2H5N3OS (ωB97M-V/def2-TZVPD, OMol25).

As for the lowest unoccupied orbital energy: 0.5 eV. Its SMILES is [H]/N=C(\N)ONC=S. The calculation puts the gap between HOMO and LUMO at 8.876 eV.

Geometry (Å):
1 H -1.81078 1.94359 -0.10110
2 N -0.92021 1.45637 -0.03054
3 C -1.03373 0.18672 -0.02236
4 N -2.13929 -0.60258 -0.15488
5 O 0.07411 -0.60406 0.07069
6 N 1.24396 0.13273 0.11664
7 C 2.40379 -0.51255 -0.03393
8 S 3.86982 0.21174 -0.05828
9 H -3.02293 -0.17655 0.10719
10 H -2.02197 -1.58159 0.12006
11 H 1.09293 1.14187 0.12316
12 H 2.26428 -1.59567 -0.13665

***

Stability summary - winner: x; margin: 0.0338 hartree.

***

w | # C2H5N3OS

One molecule with the formula C2H5N3OS (ωB97M-V/def2-TZVPD, OMol25).

As for the lowest unoccupied orbital energy: 0.4 eV. Its SMILES is N/N=C\S/C=N\O. The calculation puts the gap between HOMO and LUMO at 9.522 eV.

Geometry (Å):
1 N -2.96194 0.16493 -0.02962
2 N -1.82284 0.96578 0.14943
3 C -0.64802 0.63956 -0.14198
4 S -0.28300 -1.07669 -0.21998
5 C 1.50417 -0.86259 0.26076
6 N 2.47446 -0.08920 0.21317
7 O 2.08836 1.28537 -0.13581
8 H -3.75275 0.52985 0.51955
9 H -2.82076 -0.63119 0.61167
10 H 0.16985 1.34866 0.36553
11 H 2.06325 -1.76919 0.55546
12 H 3.19685 1.51360 -0.48962

***

x | # C2H5N3OS

One molecule with the formula C2H5N3OS (ωB97M-V/def2-TZVPD, OMol25).

As for the lowest unoccupied orbital energy: 0.8 eV. Its SMILES is N/N=C\S/C=N\O. The calculation puts the gap between HOMO and LUMO at 9.781 eV.

Geometry (Å):
1 N 2.13670 0.97752 -0.37601
2 N 2.30236 -0.27186 0.13682
3 C 1.34733 -1.11254 0.26976
4 S -0.29228 -0.89351 -0.49936
5 C -1.25320 -0.02901 0.63918
6 N -2.42466 0.36344 0.49558
7 O -3.07514 -0.10680 -0.59419
8 H 1.49391 0.91871 -1.23850
9 H 2.96308 1.41525 -0.51106
10 H 1.47650 -2.06279 0.75556
11 H -0.78323 0.44826 1.46041
12 H -3.89137 0.35332 -0.53818

***

Stability summary - winner: x; margin: 0.0780 hartree.

***

w | # C2H5N3OS

A 2-piece molecular cluster, C2H5N3OS overall (ωB97M-V/def2-TZVPD, OMol25).

As for the lowest unoccupied orbital energy: -0.4 eV. Its SMILES is N#CCSN.N=O. The calculation puts the gap between HOMO and LUMO at 8.728 eV.

Geometry (Å):
1 N 3.37255 1.66476 0.37743
2 C 2.79406 0.83959 -0.17244
3 C 1.93621 -0.28250 -0.50997
4 S 0.16493 0.26570 -0.63225
5 N -0.69094 -0.30178 0.66984
6 H 2.31094 -0.70927 -1.52552
7 H 2.15718 -0.99043 0.19923
8 H -0.40062 -0.25712 1.61615
9 H -1.41846 -1.02948 0.54320
10 N -3.35331 0.14333 0.14216
11 O -3.71516 1.23475 -0.17878
12 H -3.15738 -0.57756 -0.52904

***

x | # C2H5N3OS

One molecule with the formula C2H5N3OS (ωB97M-V/def2-TZVPD, OMol25).

As for the lowest unoccupied orbital energy: 0.6 eV. Its SMILES is N/N=C\C(=O)NS. The calculation puts the gap between HOMO and LUMO at 10.037 eV.

Geometry (Å):
1 N -0.94129 1.33682 0.42888
2 N -0.13643 0.82288 1.39903
3 C 0.42925 -0.31423 1.22415
4 C 0.22911 -1.26781 0.08391
5 O -0.07184 -2.42668 0.26941
6 N 0.34563 -0.74571 -1.20589
7 S 1.37823 0.53577 -1.63524
8 H -1.44128 0.68804 -0.14114
9 H -1.54156 2.01164 0.84879
10 H 1.06138 -0.70712 2.04853
11 H 0.18301 -1.46098 -1.88482
12 H 0.50578 1.52737 -1.43561

***

y | # C2H5N3OS

One molecule with the formula C2H5N3OS (ωB97M-V/def2-TZVPD, OMol25).

As for the lowest unoccupied orbital energy: 0.4 eV. Its SMILES is NNC(=O)/C=N\S. The calculation puts the gap between HOMO and LUMO at 10.048 eV.

Geometry (Å):
1 N -1.88374 -1.40301 -0.00249
2 N -0.60238 -0.76611 -0.05633
3 C -0.60562 0.57101 0.02877
4 O -1.63490 1.25003 0.09524
5 C 0.72776 1.37002 -0.04752
6 N 1.90873 0.93437 -0.06530
7 S 2.38846 -0.68591 0.04062
8 H -2.27354 -1.08165 0.85331
9 H -2.47702 -1.00591 -0.74984
10 H 0.24111 -1.27463 -0.27755
11 H 0.56507 2.45625 -0.08070
12 H 3.64608 -0.36445 0.26178

***

Stability summary - winner: x; margin: 0.0111 hartree.

***

w | # C2H2S3

A 2-piece molecular cluster, C2H2S3 overall (ωB97M-V/def2-TZVPD, OMol25).

As for the lowest unoccupied orbital energy: -0.5 eV. The calculation puts the gap between HOMO and LUMO at 7.770 eV.

Geometry (Å):
1 C 1.91395 1.46271 1.35053
2 C -0.65282 0.41791 -0.65043
3 S 2.75375 2.49167 2.11343
4 S -0.12125 1.91710 -0.38205
5 S -0.12868 -0.94585 0.14556
6 H -1.30156 0.08693 -1.39412
7 H 0.93852 -0.23592 0.69197

***

x | # C2H2S3

A 2-piece molecular cluster, C2H2S3 overall (ωB97M-V/def2-TZVPD, OMol25).

As for the lowest unoccupied orbital energy (spin up / spin down): -0.5 / -0.6 eV. The calculation puts the gap between HOMO and LUMO (spin up / spin down) at 7.219 / 7.057 eV.

Geometry (Å):
1 C 1.60188 -0.56095 -0.84823
2 C -0.51478 -0.39305 0.44722
3 S 2.96650 -0.60028 -0.08069
4 S -1.37250 -1.65700 -0.05661
5 S -0.65258 0.97753 1.40832
6 H 1.38072 -0.76142 -1.94857
7 H -1.84892 0.96834 1.72770

***

Stability summary - winner: w; margin: 0.0434 hartree.

***

w | # C6H7FS

One molecule with the formula C6H7FS (ωB97M-V/def2-TZVPD, OMol25).

As for the lowest unoccupied orbital energy: -0.5 eV. Its SMILES is CC1=C(F)CCC1=S. The calculation puts the gap between HOMO and LUMO at 7.993 eV.

Geometry (Å):
1 C 1.34971 -0.32462 -1.81281
2 C 0.26126 -0.01396 -0.74140
3 C -0.75310 -0.70418 -0.35391
4 F -1.59669 -1.67080 -1.01657
5 C -1.27937 -0.38008 0.99298
6 C -0.47518 0.77292 1.59377
7 C 0.50589 0.89317 0.31310
8 S 1.65431 2.13905 0.09663
9 H 1.45720 -1.59641 -2.02092
10 H 2.31418 -0.17112 -1.01948
11 H 1.05645 0.45315 -2.78723
12 H -2.39636 -0.21318 0.73644
13 H -1.46874 -1.30432 1.82572
14 H -0.96656 1.74176 1.79286
15 H 0.33700 0.37862 2.40081

***

x | # C6H7FS

One molecule with the formula C6H7FS (ωB97M-V/def2-TZVPD, OMol25).

As for the lowest unoccupied orbital energy: 0.8 eV. Its SMILES is F[C@@H]1C=C[C@@H]2C[C@]12S. The calculation puts the gap between HOMO and LUMO at 10.112 eV.

Geometry (Å):
1 F -0.08527 2.19825 0.56322
2 C -0.11210 1.22207 -0.42013
3 C -1.59955 0.58383 -0.45004
4 C -1.45981 -0.65488 -0.49956
5 C -0.02794 -1.19476 -0.20609
6 C 0.32008 -0.83334 1.14859
7 C 0.79675 0.01259 0.00497
8 S 2.55848 0.21668 -0.43477
9 H 0.15923 1.78955 -1.22643
10 H -2.32016 1.30004 -0.76075
11 H -2.30689 -1.24212 -0.71131
12 H 0.30671 -2.22630 -0.78009
13 H 1.24064 -1.45475 1.63468
14 H -0.72353 -0.73019 1.66503
15 H 3.25334 1.01335 0.47266

***

Stability summary - winner: x; margin: 0.0210 hartree.

***

w | # C2H2Cl2N

A 2-piece molecular cluster, C2H2Cl2N overall (ωB97M-V/def2-TZVPD, OMol25).

As for the lowest unoccupied orbital energy: -9.0 eV. The calculation puts the gap between HOMO and LUMO at 4.888 eV. The total charge is +1.

Geometry (Å):
1 C -1.74115 2.16107 -0.10270
2 C -0.42121 0.04044 0.03340
3 N -1.01749 1.06582 -0.02538
4 Cl -1.05830 3.45113 0.72914
5 Cl 3.57403 -2.19892 0.91719
6 H -2.53859 2.38203 -0.83256
7 H 3.10100 -3.33798 1.49360

***

x | # C2H2Cl2N

A 2-piece molecular cluster, C2H2Cl2N overall (ωB97M-V/def2-TZVPD, OMol25).

As for the lowest unoccupied orbital energy (spin up / spin down): -8.0 / -8.2 eV. The calculation puts the gap between HOMO and LUMO (spin up / spin down) at 7.846 / 7.388 eV. The total charge is +1.

Geometry (Å):
1 C 1.10538 0.05746 -0.56558
2 C -0.88248 -0.57422 0.65445
3 N 0.16066 -0.36186 0.16889
4 Cl 2.18007 1.20785 0.04939
5 Cl -2.72269 1.10103 0.00845
6 H 1.51994 -0.26039 -1.55927
7 H -1.36089 -1.16987 1.24367

***

Stability summary - winner: w; margin: 0.0255 hartree.